Record 1
C5H6CuFO4 as an isolated structure, computed with ωB97M-V/def2-TZVPD.

Geometry as XYZ:
```
17
Properties=species:S:1:pos:R:3:forces:R:3
O -0.567148 -2.477728 -1.680549 0.0 -0.5 -0.3
C -1.374496 -2.906886 -0.855457 -0.7 -0.3 0.8
H -1.670169 -3.965644 -0.941465 0.1 0.1 -0.4
H -1.084117 -1.494291 0.723499 -1.2 -0.7 -0.7
C -1.919158 -2.135934 0.266530 1.6 0.3 1.5
H -2.737844 -1.476664 -0.033160 -0.2 0.0 -0.1
H -2.234206 -2.849064 1.045697 -0.2 0.3 -0.4
C 1.078964 0.850990 0.114926 -0.5 1.2 2.2
C 1.265366 2.340083 0.158881 0.2 0.2 0.0
O 0.035971 2.768499 0.760274 0.3 0.2 -0.4
C -0.737000 1.742129 1.067507 -1.7 1.4 1.9
O -0.076418 0.567157 0.716237 1.1 -1.6 -1.2
O -1.773890 1.740856 1.636922 0.9 -0.3 -1.0
F 1.129869 0.298357 -1.176230 0.4 0.3 -1.0
H 1.364770 2.772551 -0.843667 0.1 0.0 0.2
H 2.103800 2.644101 0.796265 -0.1 -0.1 -0.2
Cu 0.425295 -1.082873 -2.130472 0.0 -0.5 -0.9
```
Forces are in eV/Å.

Results
Charge: +2
DFT total energy in a.u.: -2234.55594
Lowest unoccupied orbital energy (spin up / spin down) in eV: -10.003 / -13.981
Spin multiplicity: 3
<S²>: 2.007
Orbital gap (spin up / spin down) in eV: 7.8 / 4.8
M in u: 212.6


Record 2
A 2-piece molecular cluster, C10H15NO3S overall, computed with ωB97M-V/def2-TZVPD.

Geometry as XYZ:
```
30
Properties=species:S:1:pos:R:3:forces:R:3
C 2.288447 0.461864 -3.051141 -0.9 1.7 1.2
C 1.282684 -0.435837 -2.806683 0.7 0.4 2.7
C 2.461888 1.528108 -2.128611 -0.8 -0.8 -0.1
C 0.726179 -0.534136 -1.494637 -0.8 -0.2 -1.4
C 1.697413 1.562331 -0.952935 -0.1 -0.1 -1.4
C 0.821998 0.497030 -0.592495 2.4 1.8 -0.6
C -3.371766 0.974953 0.887691 1.8 0.3 1.9
C -2.117423 0.650287 0.105948 1.3 -1.5 1.0
C 0.821482 -1.757778 1.153492 0.5 1.3 1.1
C 0.306586 0.700700 0.769884 -1.1 -2.8 -0.8
N 1.004241 1.379088 1.663105 -3.3 1.1 2.3
O -1.571725 -2.684293 0.515649 1.3 0.7 1.0
O -0.381385 -3.578238 2.756914 -2.2 0.9 0.9
O -0.959568 0.605029 1.107802 -1.5 1.1 -0.5
S -0.741038 -2.163751 1.669678 0.2 -1.7 0.3
H 2.773541 0.520574 -4.000411 0.3 -0.2 -0.4
H 1.059238 -1.104227 -3.562763 -0.6 -1.7 -1.0
H 3.075522 2.331638 -2.498603 0.2 0.4 0.6
H 0.188214 -1.410800 -1.188092 -0.5 -0.2 -0.4
H 1.586923 2.439695 -0.343977 0.7 0.4 0.0
H -3.804366 1.961986 0.828435 0.8 0.8 0.1
H -4.126599 0.434154 0.424245 -1.5 -1.8 -0.1
H -3.128848 0.713035 1.991339 -1.0 0.2 -1.9
H -1.809762 1.304762 -0.666806 0.1 0.9 -0.7
H -2.159918 -0.375971 -0.306048 0.0 0.5 0.3
H 1.253311 -2.007176 0.213456 -0.2 -0.8 -0.3
H 1.618249 -1.474751 1.882683 -1.2 -0.5 -0.1
H -1.147309 -3.619464 3.458874 2.0 0.2 -2.1
H 0.379352 1.673728 2.489067 2.0 -0.7 -1.6
H 1.974440 1.407461 1.674938 1.7 0.0 0.2
```
Forces are in eV/Å.

Results
Charge: 0
DFT total energy in a.u.: -1068.52381
Lowest unoccupied orbital energy (spin up / spin down) in eV: -0.118 / -0.117
Orbital gap (spin up / spin down) in eV: 6.8 / 6.8
Energy relative to the best compared isomer or geometry (same formula, charge and spin) in eV: 4.772
M in u: 229.3


Record 3
C4H7N3 as an isolated structure, computed with ωB97M-V/def2-TZVPD.

Geometry as XYZ:
```
14
Properties=species:S:1:pos:R:3:forces:R:3
C 0.313897 -1.125964 -0.487107 1.2 -0.7 1.7
C 0.696630 0.335286 -0.396947 1.3 3.2 2.2
C -0.791566 -1.054326 0.565489 0.5 3.8 2.1
C -0.443884 0.839165 0.528911 -1.7 -2.3 1.3
N -2.062505 -0.981999 0.027296 -0.4 -0.8 -1.3
N -2.439901 0.080881 -0.458268 -1.9 0.8 0.6
N -1.671306 1.214913 -0.123602 2.5 -1.3 -0.5
H -0.232193 -1.501323 -1.337919 0.7 0.1 -0.9
H 1.191995 -1.753453 -0.185881 -1.0 0.1 -0.5
H 1.689882 0.756822 0.107389 -1.5 -2.0 -0.8
H 0.696153 0.961048 -1.244137 -0.2 0.3 -1.7
H -0.815283 -1.479092 1.569905 0.5 -0.6 -0.5
H -0.429124 1.393713 1.527515 1.1 -0.8 -1.5
H -2.185472 1.896226 0.387775 -0.9 0.3 -0.1
```
Forces are in eV/Å.

Results
Charge: 0
DFT total energy in a.u.: -320.73388
Lowest unoccupied orbital energy in eV: 0.986
Orbital gap in eV: 9.7
Energy relative to the best compared isomer or geometry (same formula, charge and spin) in eV: 4.066
M in u: 97.1


Record 4
A 2-piece molecular cluster, C2H3N3 overall, computed with ωB97M-V/def2-TZVPD.

Geometry as XYZ:
```
8
Properties=species:S:1:pos:R:3:forces:R:3
C -1.937581 -0.380442 1.179903 -0.4 0.5 0.9
C 0.915006 -0.217379 0.270541 1.1 1.4 -2.8
N 1.200682 0.322027 -2.031679 0.3 -0.4 -0.2
N -1.644885 0.512838 0.534553 -0.2 0.3 -0.8
N 1.254425 0.196777 -0.788243 -1.7 -1.3 1.4
H -2.204475 -0.945855 2.035001 -0.1 -0.7 -0.1
H 1.097232 -0.757712 1.127440 0.6 -0.6 1.4
H 1.319598 1.269748 -2.327518 0.4 0.8 0.0
```
Forces are in eV/Å.

Results
Charge: 0
DFT total energy in a.u.: -242.11410
Lowest unoccupied orbital energy in eV: 0.834
Orbital gap in eV: 9.0
Energy relative to the best compared isomer or geometry (same formula, charge and spin) in eV: 4.315
M in u: 69.1


Record 5
C5H9O4Yb as an isolated structure, computed with ωB97M-V/def2-TZVPD.

Geometry as XYZ:
```
19
Properties=species:S:1:pos:R:3:forces:R:3
O 2.346360 1.747917 0.432887 -4.7 1.8 -0.4
C 3.509481 1.355416 0.186314 3.0 -4.1 -0.9
C 3.781755 0.119751 -0.465863 -0.1 2.1 0.5
H 4.353928 1.954116 0.561903 -0.3 -0.2 0.6
H 4.547456 -0.545993 -0.066020 0.5 0.6 -0.8
H 3.282039 -0.087438 -1.420917 -0.5 -0.5 0.9
O 0.558043 -1.126099 -0.212400 -0.2 -0.2 0.0
O -1.540639 1.719226 -0.265558 0.2 0.1 0.1
C -2.728045 1.059151 0.012274 -1.1 -0.3 0.0
C -2.561628 -0.456939 -0.080731 -0.4 0.1 -0.5
O -1.478608 -0.834234 0.772044 0.2 0.5 0.5
C -0.521744 -1.803877 0.254324 0.0 -0.9 -0.2
Yb 0.206915 0.838630 0.254120 2.6 0.4 0.1
H -3.537818 1.340558 -0.689536 0.3 0.0 0.2
H -3.102488 1.300141 1.028196 0.2 0.0 -0.3
H -2.315205 -0.735399 -1.120834 0.0 0.1 0.3
H -3.478659 -0.988353 0.221493 0.3 0.2 -0.1
H -0.282898 -2.450999 1.117148 0.0 0.2 -0.3
H -1.038240 -2.405584 -0.518848 0.1 0.2 0.2
```
Forces are in eV/Å.

Results
Charge: 0
DFT total energy in a.u.: -1655.53697
Lowest unoccupied orbital energy (spin up / spin down) in eV: -0.735 / -0.718
Spin multiplicity: 2
<S²>: 0.751
Orbital gap (spin up / spin down) in eV: 5.8 / 5.9
M in u: 306.2


Record 6
C4H12N2S in the gas phase, computed with ωB97M-V/def2-TZVPD.

Geometry as XYZ:
```
19
Properties=species:S:1:pos:R:3:forces:R:3
C -1.873710 0.370592 -0.513857 -0.5 -1.2 -0.6
N -0.667843 -0.319133 -0.101907 -1.4 0.4 1.1
C 0.421416 0.581961 0.221249 0.3 -0.5 -1.8
C 1.594817 -0.208227 0.782895 -0.8 0.2 -0.3
S 2.918591 0.857306 1.390694 0.0 -0.2 0.3
C -2.933633 -0.680380 -0.837720 -0.1 -0.4 0.2
N -2.501273 -1.516549 -1.963039 0.2 0.3 0.5
H -2.292297 0.988754 0.275044 0.3 0.5 -0.1
H -1.709126 0.884050 -1.475181 0.0 0.8 0.3
H -0.592895 -1.087669 -0.755845 1.1 0.1 0.0
H 0.104127 1.360139 0.908230 -0.3 -0.2 0.4
H 0.678783 1.126710 -0.705769 0.5 0.1 0.2
H 1.124237 -0.804137 1.562490 0.6 0.0 0.5
H 1.970228 -0.910223 0.043539 0.1 0.0 -0.1
H 3.486280 1.067714 0.203071 0.0 0.1 -0.1
H -3.022462 -1.340467 0.018758 0.0 -0.1 0.3
H -3.928834 -0.241399 -0.965463 0.1 0.3 -0.2
H -2.356207 -0.945004 -2.783911 -0.2 -0.2 -0.2
H -3.171377 -2.250454 -2.135406 0.0 0.0 -0.3
```
Forces are in eV/Å.

Results
Charge: 0
DFT total energy in a.u.: -667.27631
Lowest unoccupied orbital energy in eV: 1.037
Orbital gap in eV: 9.6
SMILES: NCCNCCS
Energy relative to the best compared isomer or geometry (same formula, charge and spin) in eV: 0.505
M in u: 120.2


Record 7
C4H9PS in the gas phase, computed with ωB97M-V/def2-TZVPD.

Geometry as XYZ:
```
15
Properties=species:S:1:pos:R:3:forces:R:3
C -1.334412 0.533631 0.135478 0.5 -2.1 -3.7
C -0.658337 -0.776985 0.438679 1.4 -2.7 2.2
C -0.653850 1.786214 0.326269 0.6 -2.1 -0.7
C 0.630158 -1.222301 -0.342452 -1.1 1.1 -0.6
P 1.796539 0.229715 -0.597346 -0.1 -0.8 -1.4
S 3.506596 0.329681 0.371071 -0.7 -0.1 -0.2
H -1.767724 0.411768 -0.917437 0.5 0.5 1.1
H -2.155362 0.441110 0.728753 -2.9 0.4 1.9
H -0.266757 -0.819156 1.498527 -0.4 0.8 -0.6
H -1.409353 -1.648682 0.587877 1.0 1.4 -1.1
H -1.134178 2.584504 -0.096281 -0.5 2.3 -0.9
H -0.059159 1.811840 1.162652 1.4 0.8 1.8
H 1.097520 -2.053790 0.147658 0.4 -0.2 0.5
H 0.435641 -1.563507 -1.374549 -0.2 0.3 0.3
H 1.972671 -0.044047 -2.068894 0.1 0.7 1.5
```
Forces are in eV/Å.

Results
Charge: 0
DFT total energy in a.u.: -897.22285
Lowest unoccupied orbital energy (spin up / spin down) in eV: -1.360 / 0.110
Orbital gap (spin up / spin down) in eV: 6.8 / 8.2
Energy relative to the best compared isomer or geometry (same formula, charge and spin) in eV: 3.298
M in u: 120.2


Record 8
C2H7N5O as an isolated structure, computed with ωB97M-V/def2-TZVPD.

Geometry as XYZ:
```
15
Properties=species:S:1:pos:R:3:forces:R:3
C -0.726701 0.422674 -0.320037 -2.6 1.1 3.2
C 1.793331 0.272714 -0.108228 -2.8 -5.3 -0.5
H -3.122487 1.047042 -0.489214 -0.1 -4.2 3.3
H -3.071391 -0.023005 1.472099 -0.4 0.7 -4.7
H -1.607333 -1.396453 0.154426 0.3 -0.6 0.0
H 0.385683 -1.237733 -1.120743 0.2 3.1 2.4
H 3.417212 -0.681681 0.719217 -3.6 -1.2 -2.9
H 1.921318 -1.645412 0.477033 -0.4 -0.4 0.4
H 1.666491 2.118784 -0.370082 1.1 -1.1 1.3
N -3.095172 -0.113055 0.118781 -1.4 4.5 2.2
N -1.842679 -0.498810 -0.200039 2.8 1.4 -1.7
N 0.414082 -0.375605 -0.387694 0.3 1.7 -2.8
N 2.439995 -0.925977 0.029831 6.8 1.1 3.3
N 2.304219 1.370411 0.061669 -1.3 3.7 -1.5
O -0.876572 1.666101 -0.037021 1.1 -4.5 -1.9
```
Forces are in eV/Å.

Results
Charge: 0
DFT total energy in a.u.: -429.25873
Lowest unoccupied orbital energy in eV: 0.399
Orbital gap in eV: 9.1
Energy relative to the best compared isomer or geometry (same formula, charge and spin) in eV: 4.483
M in u: 117.1


Please write out number 4 again, unchanged.
A 2-piece molecular cluster, C2H3N3 overall, computed with ωB97M-V/def2-TZVPD.

Geometry as XYZ:
```
8
Properties=species:S:1:pos:R:3:forces:R:3
C -1.937581 -0.380442 1.179903 -0.4 0.5 0.9
C 0.915006 -0.217379 0.270541 1.1 1.4 -2.8
N 1.200682 0.322027 -2.031679 0.3 -0.4 -0.2
N -1.644885 0.512838 0.534553 -0.2 0.3 -0.8
N 1.254425 0.196777 -0.788243 -1.7 -1.3 1.4
H -2.204475 -0.945855 2.035001 -0.1 -0.7 -0.1
H 1.097232 -0.757712 1.127440 0.6 -0.6 1.4
H 1.319598 1.269748 -2.327518 0.4 0.8 0.0
```
Forces are in eV/Å.

Results
Charge: 0
DFT total energy in a.u.: -242.11410
Lowest unoccupied orbital energy in eV: 0.834
Orbital gap in eV: 9.0
Energy relative to the best compared isomer or geometry (same formula, charge and spin) in eV: 4.315
M in u: 69.1